1.
41
Properties=species:S:1:pos:R:3:mulliken_charge:R:1 method="wB97M-V/def2-TZVPD" homo_energy_ev=-8.0540 relative_energy_kcal_mol=65.1 lumo_ev=0.3 energy_ev=-40929.328 smiles="COc1ccc(OCc2nnc(SCC(=O)c3ccccc3)o2)cc1"
C 7.0090 1.2776 1.6284 -0.839
O 6.0793 1.5648 0.6134 -0.422
C 5.1644 0.6077 0.2820 0.690
C 5.0648 -0.6460 0.8773 -0.125
C 4.0951 -1.5355 0.4571 -0.928
C 3.2082 -1.2030 -0.5617 0.476
O 2.3093 -2.1866 -0.9014 -0.433
C 1.3120 -1.9178 -1.8554 -0.859
C 0.2504 -1.0045 -1.3396 0.995
N -0.7319 -1.3056 -0.5617 -0.931
N -1.4388 -0.1830 -0.3390 0.096
C -0.8452 0.7610 -1.0087 0.405
S -1.3264 2.4060 -1.1008 -0.184
C -2.8873 2.1830 -0.1918 -0.908
C -3.7390 1.1249 -0.8872 0.540
O -3.6367 0.9159 -2.0710 -0.544
C -4.6789 0.3868 -0.0197 0.569
C -5.1747 0.9000 1.1777 -0.206
C -6.0545 0.1517 1.9371 -0.667
C -6.4367 -1.1142 1.5212 -0.355
C -5.9500 -1.6292 0.3307 -0.505
C -5.0834 -0.8799 -0.4404 -0.566
O 0.2385 0.3177 -1.6687 -0.236
C 3.3058 0.0487 -1.1575 -0.017
C 4.2735 0.9396 -0.7351 -0.970
H 7.6343 2.1650 1.7144 0.235
H 7.6361 0.4181 1.3692 0.336
H 6.5144 1.0903 2.5873 0.337
H 5.7334 -0.9434 1.6693 0.374
H 4.0101 -2.5093 0.9121 0.405
H 0.8558 -2.8896 -2.0610 0.360
H 1.7339 -1.5005 -2.7785 0.328
H -2.6502 1.8992 0.8313 0.426
H -3.3902 3.1504 -0.2157 0.455
H -4.8979 1.8903 1.5064 0.369
H -6.4430 0.5556 2.8603 0.377
H -7.1164 -1.6967 2.1254 0.382
H -6.2487 -2.6140 0.0044 0.381
H -4.6918 -1.2621 -1.3704 0.421
H 2.6396 0.3535 -1.9484 0.327
H 4.3538 1.9133 -1.1913 0.411


2.
24
Properties=species:S:1:pos:R:3:mulliken_charge:R:1 method="wB97M-V/def2-TZVPD" homo_energy_ev=-12.6386 relative_energy_kcal_mol=77.0 charge=+1 lumo_ev=-3.4 energy_ev=-10009.975
C -0.3969 -1.1070 1.0433 -0.722
C -1.1433 0.0713 0.3563 -0.805
C -0.3242 1.2654 -0.1738 0.817
C -0.8724 2.2071 -0.9102 -1.319
C 1.1121 1.4617 0.2922 -0.396
C 1.2812 1.5429 1.8474 -1.124
N 0.1533 -1.9693 -0.0871 -0.333
H -1.1664 -1.6440 1.5474 0.361
H 0.3385 -0.8834 1.8607 0.389
H -2.0011 0.5002 0.8560 0.486
H -1.9269 -0.2970 -0.3986 0.452
H -0.5379 3.1293 -1.2293 0.393
H -1.8314 1.9838 -1.4309 0.233
H 1.7796 0.6800 -0.2009 0.233
H 1.5894 2.4634 0.0234 0.318
H 0.5021 0.9593 2.2956 0.338
H 2.3990 1.2328 2.1103 0.244
H 1.4757 2.6174 2.2257 0.322
H 1.0675 -2.4578 0.0862 0.326
H 0.5006 -1.3690 -0.7570 0.364
H -0.4581 -2.7705 -0.4979 0.412
H 0.0561 -2.4809 -3.4513 0.323
H -1.2200 -2.7289 -2.9060 0.310
O -0.3766 -2.4066 -2.5015 -0.621


3.
15
Properties=species:S:1:pos:R:3:mulliken_charge:R:1 method="wB97M-V/def2-TZVPD" homo_energy_ev=-9.4363 relative_energy_kcal_mol=58.5 lumo_ev=1.0 energy_ev=-9407.297 smiles="C1=C[C@@H]2O[C@@H]2C1.O"
C 0.2537 -1.1934 -0.5365 -0.545
C 0.9173 -0.8304 0.5724 -0.630
C 1.0166 0.6790 0.6468 0.221
O -0.2025 1.4373 0.5935 -0.514
C 0.5790 1.1947 -0.6285 -0.338
C 0.0340 0.0398 -1.4001 -0.488
H 0.3019 -2.1697 -0.9248 0.444
H 1.4048 -1.4849 1.2931 0.404
H 1.7525 1.1763 1.2840 0.477
H 1.0638 2.0468 -1.1096 0.413
H -1.0821 0.1151 -1.6322 0.243
H 0.4948 -0.1606 -2.4291 0.304
O -1.9868 -0.6206 1.6827 -0.621
H -1.6288 0.1691 1.1193 0.318
H -2.9180 -0.3985 1.4691 0.313